P:
A cluster of 7 separate species, C7H28N14O7 in total. Source: the Open Molecules 2025 dataset; level of theory: the ωB97M-V functional and the def2-TZVPD basis.

Calculated values
E_LUMO	0.235	eV
structure (SMILES)	NC(N)=O.NC(N)=O.NC(N)=O.NC(N)=O.NC(N)=O.NC(N)=O.NC(N)=O
HOMO-LUMO gap	9.37	eV

Each atom is followed by the atoms it is bonded to, with distances in Å.
Element x y z (Å)
1 N -12.30 -17.02 -8.69  C2 1.350, H5 0.988, H6 0.992
2 C -12.54 -16.23 -7.62  N1 1.350, N3 1.333, O4 1.241
3 N -11.45 -15.64 -7.13  C2 1.333, H7 1.036, H8 1.027
4 O -13.62 -16.05 -7.04  C2 1.241
5 H -11.35 -17.24 -8.84  N1 0.988
6 H -12.91 -17.80 -8.61  N1 0.992
7 H -10.62 -16.25 -6.98  N3 1.036
8 H -11.70 -15.03 -6.34  N3 1.027
9 N -11.92 -11.85 -0.73  C10 1.397, H13 0.988, H14 1.003
10 C -11.45 -12.88 -1.55  N9 1.397, N11 1.321, O12 1.255
11 N -12.09 -14.03 -1.39  C10 1.321, H15 1.006, H16 1.019
12 O -10.37 -12.60 -2.14  C10 1.255
13 H -11.37 -11.03 -0.73  N9 0.988
14 H -12.52 -11.93 0.07  N9 1.003
15 H -11.59 -14.89 -1.52  N11 1.006
16 H -13.01 -14.07 -0.96  N11 1.019
17 N -13.52 -11.18 -7.87  C18 1.358, H21 1.014, H22 0.983
18 C -13.46 -11.72 -9.11  N17 1.358, N19 1.460, O20 1.190
19 N -12.82 -13.03 -9.13  C18 1.460, H23 1.021, H24 0.987
20 O -13.92 -11.23 -10.09  C18 1.190
21 H -13.21 -11.77 -7.10  N17 1.014
22 H -14.31 -10.60 -7.74  N17 0.983
23 H -12.47 -13.18 -10.08  N19 1.021
24 H -12.18 -13.32 -8.43  N19 0.987
25 N -8.30 -6.69 -4.93  C26 1.387, H29 1.017, H30 1.018
26 C -9.06 -7.72 -5.47  N25 1.387, N27 1.372, O28 1.234
27 N -8.34 -8.89 -5.62  C26 1.372, H31 1.027, H32 0.983
28 O -10.28 -7.68 -5.61  C26 1.234
29 H -8.88 -6.06 -4.39  N25 1.017
30 H -7.38 -6.87 -4.54  N25 1.018
31 H -8.82 -9.46 -6.33  N27 1.027
32 H -7.37 -8.91 -5.72  N27 0.983
33 N -6.92 -17.56 -8.25  C34 1.329, H37 1.002, H38 1.033
34 C -7.95 -16.82 -7.83  N33 1.329, N35 1.301, O36 1.239
35 N -7.61 -15.58 -7.64  C34 1.301, H39 1.016, H40 1.007
36 O -9.07 -17.31 -7.62  C34 1.239
37 H -6.96 -18.56 -8.28  N33 1.002
38 H -6.12 -17.09 -8.70  N33 1.033
39 H -8.43 -14.98 -7.57  N35 1.016
40 H -6.77 -15.20 -8.05  N35 1.007
41 N -11.16 -10.36 -6.53  C42 1.365, H45 1.053, H46 1.009
42 C -11.20 -11.54 -5.84  N41 1.365, N43 1.299, O44 1.224
43 N -10.78 -11.56 -4.62  C42 1.299, H47 1.023, H48 1.012
44 O -11.65 -12.56 -6.35  C42 1.224
45 H -11.18 -9.44 -6.01  N41 1.053
46 H -11.74 -10.21 -7.34  N41 1.009
47 H -10.08 -10.92 -4.25  N43 1.023
48 H -10.90 -12.50 -4.25  N43 1.012
49 N -15.13 -13.01 -3.80  C50 1.397, H53 1.003, H54 0.970
50 C -14.82 -14.24 -3.22  N49 1.397, N51 1.423, O52 1.241
51 N -14.89 -15.18 -4.28  C50 1.423, H55 1.001, H56 1.025
52 O -14.76 -14.51 -2.01  C50 1.241
53 H -15.37 -12.87 -4.77  N49 1.003
54 H -15.07 -12.24 -3.21  N49 0.970
55 H -14.32 -14.96 -5.08  N51 1.001
56 H -14.63 -16.10 -3.91  N51 1.025

---

Q:
A cluster of 7 separate species, C7H28N14O7 in total. Source: the Open Molecules 2025 dataset; level of theory: the ωB97M-V functional and the def2-TZVPD basis.

Calculated values
E_LUMO	-0.195	eV
structure (SMILES)	NC(N)=O.NC(N)=O.NC(N)=O.NC(N)=O.NC(N)=O.NC(N)=O.NC(N)=O
HOMO-LUMO gap	8.42	eV

Each atom is followed by the atoms it is bonded to, with distances in Å.
Element x y z (Å)
1 N 1.04 4.88 -0.68  C2 1.241, H5 1.010, H6 1.010
2 C 2.17 5.08 -1.14  N1 1.241, N3 1.296, O4 1.223
3 N 2.61 6.23 -0.74  C2 1.296, H7 1.010, H8 1.010
4 O 2.78 4.11 -1.58  C2 1.223
5 H 0.36 5.62 -0.59  N1 1.010
6 H 0.61 3.98 -0.87  N1 1.010
7 H 2.06 6.91 -0.23  N3 1.010
8 H 3.58 6.51 -0.83  N3 1.010
9 N -2.58 0.00 -1.47  C10 1.312, H13 1.010, H14 1.010
10 C -3.29 -0.30 -2.54  N9 1.312, N11 1.299, O12 1.221
11 N -4.54 -0.13 -2.25  C10 1.299, H15 1.010, H16 1.010
12 O -2.81 -0.69 -3.59  C10 1.221
13 H -3.04 0.71 -0.91  N9 1.010
14 H -1.59 -0.09 -1.61  N9 1.010
15 H -5.24 -0.24 -2.97  N11 1.010
16 H -4.88 0.37 -1.44  N11 1.010
17 N -2.47 3.24 -0.50  C18 1.272, H21 1.010, H22 1.010
18 C -2.53 4.23 -1.29  N17 1.272, N19 1.297, O20 1.206
19 N -3.69 4.82 -1.30  C18 1.297, H23 1.010, H24 1.010
20 O -1.57 4.58 -1.92  C18 1.206
21 H -1.57 2.83 -0.30  N17 1.010
22 H -3.32 2.96 -0.02  N17 1.010
23 H -4.37 4.35 -0.72  N19 1.010
24 H -3.93 5.56 -1.94  N19 1.010
25 N 1.07 -4.32 2.49  C26 1.304, H29 1.010, H30 1.010
26 C 1.51 -4.23 1.26  N25 1.304, N27 1.320, O28 1.224
27 N 2.09 -5.38 0.98  C26 1.320, H31 1.010, H32 1.010
28 O 1.39 -3.26 0.53  C26 1.224
29 H 1.44 -4.81 3.29  N25 1.010
30 H 0.20 -3.82 2.61  N25 1.010
31 H 2.30 -6.10 1.67  N27 1.010
32 H 2.37 -5.47 0.02  N27 1.010
33 N 1.14 -0.23 5.99  C34 1.302, H37 1.010, H38 1.010
34 C -0.02 0.09 5.50  N33 1.302, N35 1.254, O36 1.209
35 N -0.39 -0.55 4.49  C34 1.254, H39 1.010, H40 1.010
36 O -0.75 0.90 6.03  C34 1.209
37 H 1.61 -1.02 5.58  N33 1.010
38 H 1.33 0.12 6.92  N33 1.010
39 H 0.12 -1.42 4.38  N35 1.010
40 H -1.34 -0.28 4.28  N35 1.010
41 N 0.21 -0.36 1.04  C42 1.292, H45 1.010, H46 1.010
42 C 0.26 0.43 0.02  N41 1.292, N43 1.347, O44 1.242
43 N 0.71 -0.22 -1.06  C42 1.347, H47 1.010, H48 1.010
44 O -0.06 1.63 0.05  C42 1.242
45 H 0.56 -1.28 0.79  N41 1.010
46 H 0.16 -0.13 2.02  N41 1.010
47 H 1.06 -1.16 -0.99  N43 1.010
48 H 0.65 0.27 -1.95  N43 1.010
49 N 1.93 -3.70 -2.27  C50 1.303, H53 1.010, H54 1.010
50 C 2.41 -4.79 -2.78  N49 1.303, N51 1.300, O52 1.195
51 N 2.59 -4.73 -4.07  C50 1.300, H55 1.010, H56 1.010
52 O 2.77 -5.79 -2.23  C50 1.195
53 H 1.71 -3.52 -1.30  N49 1.010
54 H 1.67 -2.92 -2.86  N49 1.010
55 H 3.17 -5.53 -4.31  N51 1.010
56 H 2.35 -3.96 -4.66  N51 1.010

---

Going by the computed energies, the most stable comes first: P, Q.

---

P:
A cluster of 2 separate species, C3H12N in total. Source: the Open Molecules 2025 dataset; level of theory: the ωB97M-V functional and the def2-TZVPD basis.

Calculated values
E_LUMO	-4.281	eV
charge	+1
HOMO-LUMO gap	9.60	eV

Each atom is followed by the atoms it is bonded to, with distances in Å.
Element x y z (Å)
1 C -2.42 -2.75 -2.74  C2 1.531, H3 1.103, H4 1.103, H5 1.103
2 C -1.81 -1.76 -1.75  C1 1.531, H6 1.103, H7 1.103, H8 1.103
3 H -1.63 -3.30 -3.28  C1 1.103
4 H -3.05 -2.22 -3.48  C1 1.103
5 H -3.06 -3.48 -2.21  C1 1.103
6 H -1.18 -2.29 -1.02  C2 1.103
7 H -1.17 -1.03 -2.29  C2 1.103
8 H -2.60 -1.21 -1.22  C2 1.103
9 C 2.84 2.13 2.13  N10 1.497, H11 1.103, H12 1.103, H13 1.103
10 N 1.38 2.38 2.37  C9 1.497, H14 1.040, H15 1.040, H16 1.040
11 H 3.45 2.78 2.78  C9 1.103
12 H 3.09 2.34 1.08  C9 1.103
13 H 3.08 1.08 2.35  C9 1.103
14 H 1.13 2.19 3.36  N10 1.040
15 H 1.14 3.37 2.16  N10 1.040
16 H 0.80 1.77 1.76  N10 1.040

---

Q:
A cluster of 2 separate species, C3H12N in total. Source: the Open Molecules 2025 dataset; level of theory: the ωB97M-V functional and the def2-TZVPD basis.

Calculated values
E_LUMO	-4.629	eV
charge	+1
HOMO-LUMO gap	9.34	eV

Each atom is followed by the atoms it is bonded to, with distances in Å.
Element x y z (Å)
1 N -2.18 -2.17 0.67  H2 1.142, H3 1.044, H4 1.071, H5 1.087
2 H -1.37 -1.50 1.13  N1 1.142
3 H -1.96 -2.23 -0.34  N1 1.044
4 H -3.10 -1.62 0.67  N1 1.071
5 H -2.12 -3.16 1.13  N1 1.087
6 C 0.18 0.02 -0.72  C7 1.504, H9 1.188, H10 1.130, H11 1.118
7 C 1.38 0.62 -0.04  C6 1.504, C8 1.541, H12 1.166, H13 1.084
8 C 1.50 2.16 -0.03  C7 1.541, H14 1.094, H15 1.147, H16 1.072
9 H 0.09 0.06 -1.90  C6 1.188
10 H -0.01 -1.08 -0.59  C6 1.130
11 H -0.76 0.59 -0.47  C6 1.118
12 H 1.40 0.22 1.05  C7 1.166
13 H 2.33 0.17 -0.30  C7 1.084
14 H 0.65 2.74 0.33  C8 1.094
15 H 1.60 2.68 -1.05  C8 1.147
16 H 2.39 2.49 0.47  C8 1.072

---

Going by the computed energies, the most stable comes first: P, Q.

---

P:
A cluster of 8 separate species, C4H24N2O9 in total. Source: the Open Molecules 2025 dataset; level of theory: the ωB97M-V functional and the def2-TZVPD basis.

Calculated values
E_LUMO	0.223	eV
structure (SMILES)	NCC[C@H](N)C(=O)O.O.O.O.O.O.O.O
HOMO-LUMO gap	10.24	eV

Each atom is followed by the atoms it is bonded to, with distances in Å.
Element x y z (Å)
1 N 2.82 0.64 0.34  C2 1.479, H9 1.010, H10 1.014
2 C 2.04 0.87 1.58  N1 1.479, C3 1.522, H11 1.098, H12 1.099
3 C 1.04 -0.26 1.79  C2 1.522, C4 1.535, H13 1.109, H14 1.101
4 C -0.12 -0.27 0.79  C3 1.535, N5 1.479, C6 1.527, H15 1.101
5 N -1.05 0.86 1.04  C4 1.479, H16 1.019, H17 1.018
6 C -0.82 -1.62 0.90  C4 1.527, O7 1.212, O8 1.323
7 O -1.45 -1.98 1.87  C6 1.212
8 O -0.73 -2.43 -0.14  C6 1.323, H18 1.002
9 H 3.67 1.18 0.31  N1 1.010
10 H 2.29 0.89 -0.48  N1 1.014
11 H 2.75 0.88 2.42  C2 1.098
12 H 1.51 1.83 1.54  C2 1.099
13 H 0.61 -0.23 2.81  C3 1.109
14 H 1.58 -1.22 1.73  C3 1.101
15 H 0.27 -0.14 -0.24  C4 1.101
16 H -1.29 0.90 2.03  N5 1.019
17 H -1.87 0.75 0.46  N5 1.018
18 H -0.11 -2.13 -0.87  O8 1.002
19 O 3.23 -1.66 -0.36  H20 0.963, H21 1.002
20 H 3.35 -2.30 0.35  O19 0.963
21 H 3.07 -0.78 0.10  O19 1.002
22 O 0.76 1.65 -2.42  H23 1.005, H24 0.962
23 H 0.47 2.20 -1.63  O22 1.005
24 H 1.16 2.27 -3.04  O22 0.962
25 O 1.05 -1.50 -1.89  H26 0.968, H27 0.988
26 H 1.14 -0.54 -1.92  O25 0.968
27 H 1.89 -1.75 -1.44  O25 0.988
28 O -1.57 0.82 -3.58  H29 0.987, H30 0.967
29 H -0.76 1.15 -3.13  O28 0.987
30 H -1.36 -0.04 -3.97  O28 0.967
31 O -3.33 0.47 -1.54  H32 0.983, H33 0.962
32 H -2.70 0.64 -2.27  O31 0.983
33 H -3.60 -0.45 -1.62  O31 0.962
34 O 0.05 3.01 -0.30  H35 1.014, H36 0.974
35 H -0.31 2.30 0.33  O34 1.014
36 H -0.71 3.59 -0.45  O34 0.974
37 O -1.76 -0.10 3.80  H38 0.961, H39 0.983
38 H -1.68 -0.42 4.70  O37 0.961
39 H -1.74 -0.87 3.19  O37 0.983

---

Q:
A cluster of 8 separate species, C4H24N2O9 in total. Source: the Open Molecules 2025 dataset; level of theory: the ωB97M-V functional and the def2-TZVPD basis.

Calculated values
E_LUMO	0.421	eV
structure (SMILES)	NC(=O)C[C@@H](N)CO.O.O.O.O.O.O.O
HOMO-LUMO gap	9.39	eV

Each atom is followed by the atoms it is bonded to, with distances in Å.
Element x y z (Å)
1 N 2.11 0.17 -1.70  C2 1.365, H9 1.006, H10 1.013
2 C 0.92 -0.50 -1.74  N1 1.365, O3 1.229, C4 1.504
3 O 0.09 -0.16 -2.58  C2 1.229
4 C 0.52 -1.53 -0.72  C2 1.504, C5 1.559, H11 1.086, H12 1.092
5 C -0.72 -1.02 0.07  C4 1.559, N6 1.463, C7 1.544, H13 1.089
6 N -1.98 -1.13 -0.67  C5 1.463, H14 1.014, H15 1.020
7 C -0.91 -1.78 1.39  C5 1.544, O8 1.449, H16 1.086, H17 1.093
8 O -0.67 -0.87 2.50  C7 1.449, H18 0.966
9 H 2.30 0.67 -2.55  N1 1.006
10 H 2.89 -0.21 -1.17  N1 1.013
11 H 0.24 -2.46 -1.21  C4 1.086
12 H 1.25 -1.81 0.04  C4 1.092
13 H -0.64 0.05 0.28  C5 1.089
14 H -2.11 -0.54 -1.48  N6 1.014
15 H -2.22 -2.06 -1.01  N6 1.020
16 H -1.82 -2.33 1.59  C7 1.086
17 H -0.05 -2.45 1.47  C7 1.093
18 H -1.46 -0.31 2.49  O8 0.966
19 O -1.68 -3.48 -2.32  H20 0.961, H21 0.968
20 H -1.12 -3.79 -3.04  O19 0.961
21 H -1.95 -4.25 -1.80  O19 0.968
22 O 4.18 1.42 1.17  H23 0.962, H24 0.972
23 H 4.48 1.89 0.39  O22 0.962
24 H 3.26 1.67 1.34  O22 0.972
25 O -2.01 3.65 -0.75  H26 0.966, H27 0.965
26 H -1.11 3.95 -0.92  O25 0.966
27 H -1.89 2.73 -0.48  O25 0.965
28 O -3.65 1.07 0.00  H29 0.974, H30 0.956
29 H -3.34 0.16 0.12  O28 0.974
30 H -4.14 1.36 -0.77  O28 0.956
31 O 1.62 1.97 2.46  H32 0.970, H33 0.965
32 H 1.58 1.65 3.38  O31 0.970
33 H 0.72 1.89 2.11  O31 0.965
34 O -1.78 1.98 1.65  H35 0.981, H36 0.958
35 H -2.66 1.77 1.26  O34 0.981
36 H -1.97 2.60 2.36  O34 0.958
37 O 4.00 -1.06 0.33  H38 0.961, H39 0.964
38 H 4.74 -0.54 0.01  O37 0.961
39 H 3.74 -0.46 1.05  O37 0.964

---

R:
A cluster of 8 separate species, C4H24N2O9 in total. Source: the Open Molecules 2025 dataset; level of theory: the ωB97M-V functional and the def2-TZVPD basis.

Calculated values
E_LUMO	0.121	eV
structure (SMILES)	NCCCNC(=O)O.O.O.O.O.O.O.O
HOMO-LUMO gap	9.61	eV

Each atom is followed by the atoms it is bonded to, with distances in Å.
Element x y z (Å)
1 N 1.33 -0.19 1.32  C2 1.538, H9 1.055, H10 0.983
2 C 0.64 0.75 2.32  N1 1.538, C3 1.630, H11 1.091, H12 1.076
3 C -0.18 1.93 1.55  C2 1.630, C4 1.540, H13 1.048, H14 1.047
4 C -1.06 1.53 0.35  C3 1.540, N5 1.484, H15 1.039, H16 1.118
5 N -1.87 0.32 0.63  C4 1.484, C6 1.332, H17 0.995
6 C -2.51 -0.15 -0.44  N5 1.332, O7 1.230, O8 1.317
7 O -3.10 -1.23 -0.46  C6 1.230
8 O -2.98 0.74 -1.29  C6 1.317, H18 1.012
9 H 2.24 0.29 1.10  N1 1.055
10 H 0.78 -0.33 0.52  N1 0.983
11 H 1.32 1.12 3.08  C2 1.091
12 H -0.20 0.27 2.79  C2 1.076
13 H -0.78 2.24 2.35  C3 1.048
14 H 0.46 2.69 1.22  C3 1.047
15 H -0.43 1.54 -0.47  C4 1.039
16 H -1.65 2.48 0.32  C4 1.118
17 H -1.61 -0.24 1.42  N5 0.995
18 H -2.23 1.15 -1.83  O8 1.012
19 O 3.62 2.69 -0.34  H20 0.943, H21 0.921
20 H 3.05 2.38 -1.03  O19 0.943
21 H 3.19 3.40 0.06  O19 0.921
22 O 0.17 -2.13 -2.65  H23 0.918, H24 0.946
23 H 1.00 -2.44 -2.88  O22 0.918
24 H -0.29 -2.75 -2.10  O22 0.946
25 O 0.94 -2.97 -0.18  H26 0.905, H27 0.972
26 H 0.13 -3.16 0.18  O25 0.905
27 H 1.25 -2.22 0.35  O25 0.972
28 O -1.76 -1.53 3.03  H29 1.055, H30 1.036
29 H -1.45 -1.73 4.01  O28 1.055
30 H -2.60 -2.14 2.95  O28 1.036
31 O 2.36 -0.02 -3.21  H32 0.914, H33 0.921
32 H 3.25 0.05 -3.42  O31 0.914
33 H 2.17 -0.48 -2.44  O31 0.921
34 O 0.97 2.95 -2.28  H35 1.037, H36 0.909
35 H 1.06 2.12 -2.90  O34 1.037
36 H 0.37 3.37 -2.82  O34 0.909
37 O -1.60 -3.65 0.65  H38 1.013, H39 0.944
38 H -1.91 -2.68 0.64  O37 1.013
39 H -2.10 -3.98 -0.08  O37 0.944

---

Going by the computed energies, the most stable comes first: P, Q, R.

---

P:
The molecule C5H7FS. Source: the Open Molecules 2025 dataset; level of theory: the ωB97M-V functional and the def2-TZVPD basis.

Calculated values
E_LUMO	0.954	eV
structure (SMILES)	F/C=C/SC1CC1
HOMO-LUMO gap	9.53	eV

Each atom is followed by the atoms it is bonded to, with distances in Å.
Element x y z (Å)
1 F -2.92 -0.81 0.05  C2 1.351
2 C -1.88 -0.05 -0.35  F1 1.351, C3 1.310, H8 1.080
3 C -1.03 0.45 0.51  C2 1.310, S4 1.758, H9 1.089
4 S 0.39 1.30 -0.08  C3 1.758, C5 1.784
5 C 1.79 0.19 -0.10  S4 1.784, C6 1.458, C7 1.477, H10 1.080
6 C 1.76 -0.98 0.77  C5 1.458, C7 1.487, H11 1.079, H12 1.082
7 C 1.63 -1.15 -0.70  C5 1.477, C6 1.487, H13 1.074, H14 1.085
8 H -1.83 0.07 -1.42  C2 1.080
9 H -1.19 0.35 1.58  C3 1.089
10 H 2.71 0.72 -0.27  C5 1.080
11 H 2.66 -1.25 1.31  C6 1.079
12 H 0.85 -1.20 1.31  C6 1.082
13 H 0.68 -1.34 -1.15  C7 1.074
14 H 2.52 -1.50 -1.23  C7 1.085

---

Q:
The molecule C5H7FS. Source: the Open Molecules 2025 dataset; level of theory: the ωB97M-V functional and the def2-TZVPD basis.

Calculated values
E_LUMO	0.749	eV
structure (SMILES)	F[C@H]1CC[C@@H]2S[C@H]21
HOMO-LUMO gap	9.75	eV

Each atom is followed by the atoms it is bonded to, with distances in Å.
Element x y z (Å)
1 F 0.22 -1.93 -0.73  C2 1.352
2 C 0.31 -1.20 0.41  F1 1.352, C3 1.621, C7 1.582, H8 1.132
3 C 1.13 0.17 0.13  C2 1.621, C4 1.612, H9 1.124, H10 1.089
4 C 0.05 1.22 -0.46  C3 1.612, C5 1.477, H11 1.184, H12 1.125
5 C -1.05 0.28 -0.77  C4 1.477, S6 1.897, C7 1.520, H13 1.157
6 S -2.67 -0.41 -0.06  C5 1.897, C7 1.764
7 C -1.04 -0.39 0.60  C2 1.582, C5 1.520, S6 1.764, H14 1.052
8 H 0.76 -1.83 1.23  C2 1.132
9 H 1.43 0.53 1.15  C3 1.124
10 H 2.05 0.09 -0.44  C3 1.089
11 H -0.18 1.99 0.42  C4 1.184
12 H 0.60 1.72 -1.30  C4 1.125
13 H -0.79 -0.57 -1.51  C5 1.157
14 H -0.83 0.34 1.33  C7 1.052

---

Going by the computed energies, the most stable comes first: P, Q.